Here is a cluster of 2 separate species, FH2NS in total at a distorted geometry from the Open Molecules 2025 dataset. Energies are from wB97M-V/def2-TZVPD.

```
5
Properties=species:S:1:pos:R:3:forces:R:3:lowdin_charge:R:1
N 0.648 -0.112 -0.094 3.6 -6.0 4.1 -0.60
F 1.955 0.439 -0.078 0.4 0.6 -0.4 -0.24
S -0.447 1.024 0.147 -3.0 1.1 -0.6 0.71
H 0.891 -0.939 1.000 -1.3 3.0 -3.8 0.22
H -1.196 0.398 -0.856 0.2 1.3 0.8 -0.09
```
Forces are in eV/Å.

The calculation puts the molar mass at 67.1 Da. The LUMO energy is 0.24 eV. The relative energy (zero: lowest compared OMol25 entry of this formula, charge and spin) comes out at 38.9 kcal/mol. The highest occupied orbital energy is -9.4 eV. For the total energy, the calculation gives -553.8419 Eh.


Here is a cluster of 2 separate species, FH2NS in total at a distorted geometry from the Open Molecules 2025 dataset. Energies are from wB97M-V/def2-TZVPD.

```
5
Properties=species:S:1:pos:R:3:forces:R:3:lowdin_charge:R:1
N -1.141 -0.617 0.231 1.3 -2.1 -1.0 0.00
F -1.846 0.439 -0.186 0.0 0.6 -0.4 -0.14
S 1.529 -0.048 0.083 -2.6 -0.5 0.5 0.38
H -1.358 -1.368 -0.587 1.1 2.0 1.8 0.10
H 1.168 -0.294 -1.154 0.2 -0.1 -0.9 -0.34
```
Forces are in eV/Å.

The calculation puts the molar mass at 67.1 Da. The LUMO energy (spin up / spin down) is -2.84 / -2.83 eV. The relative energy (zero: lowest compared OMol25 entry of this formula, charge and spin) comes out at 70.0 kcal/mol. The highest occupied orbital energy (spin up / spin down) is -9.7 / -9.7 eV. For the total energy, the calculation gives -553.7923 Eh.


relative energy (zero: lowest compared OMol25 entry of this formula, charge and spin) of number 1 (FH2NS)?
38.9 kcal/mol


Which of these has the lowest relative energy (zero: lowest compared OMol25 entry of this formula, charge and spin)?
number 1